This record from the OMol25 dataset describes a 15-piece molecular cluster, C69H179BrN11O31 overall in a non-equilibrium geometry. The level of theory is ωB97M-V/def2-TZVPD.

The electronic energy is -224275.187 eV. The calculation puts the LUMO energy at -12.03 eV. The HOMO energy is -16.4 eV. For the strongest force on any atom, the calculation gives 9.26 eV/Å. The value obtained for the energy above the lowest of the compared OMol25 structures with the same formula, charge and spin is 6.897 eV. The charge is +7.

Each atom is followed by the atoms it is bonded to, with distances in Å.
Geometry (Å):
1 C -6.45 -6.94 -7.39  O2 1.401, H12 1.090, H13 1.090, H14 1.090
2 O -6.93 -5.80 -6.72  C1 1.401, C3 1.443
3 C -6.60 -5.78 -5.32  O2 1.443, C4 1.499, H15 1.090, H16 1.090
4 C -5.20 -5.28 -5.13  C3 1.499, N5 1.557, H17 1.090, H18 1.090
5 N -5.06 -3.96 -5.95  C4 1.557, H6 1.010, H7 1.010, C8 1.510
6 H -4.88 -4.18 -6.91  N5 1.010
7 H -5.96 -3.53 -6.10  N5 1.010
8 C -4.20 -2.90 -5.31  N5 1.510, C9 1.533, H19 1.090, H20 1.090
9 C -3.66 -1.97 -6.41  C8 1.533, O10 1.399, H21 1.090, H22 1.090
10 O -2.83 -2.66 -7.30  C9 1.399, C11 1.475
11 C -1.37 -2.60 -7.12  O10 1.475, H23 1.090, H24 1.090, H25 1.090
12 H -6.89 -6.80 -8.37  C1 1.090
13 H -6.68 -7.90 -6.94  C1 1.090
14 H -5.36 -6.88 -7.48  C1 1.090
15 H -6.67 -6.74 -4.81  C3 1.090
16 H -7.25 -5.04 -4.85  C3 1.090
17 H -4.43 -5.87 -5.63  C4 1.090
18 H -4.83 -5.14 -4.11  C4 1.090
19 H -3.36 -3.37 -4.80  C8 1.090
20 H -4.72 -2.27 -4.60  C8 1.090
21 H -3.13 -1.09 -6.05  C9 1.090
22 H -4.46 -1.52 -6.99  C9 1.090
23 H -0.92 -1.62 -7.28  C11 1.090
24 H -1.09 -3.36 -7.85  C11 1.090
25 H -1.19 -3.03 -6.13  C11 1.090
26 C 4.30 11.13 -2.16  O27 1.453, H37 1.090, H38 1.090, H39 1.090
27 O 2.94 10.89 -2.62  C26 1.453, C28 1.396
28 C 2.78 10.16 -3.79  O27 1.396, C29 1.569, H40 1.090, H41 1.090
29 C 3.05 8.62 -3.64  C28 1.569, N30 1.492, H42 1.090, H43 1.090
30 N 2.47 8.01 -2.40  C29 1.492, H31 1.010, H32 1.010, C33 1.512
31 H 2.87 8.46 -1.59  N30 1.010
32 H 1.47 8.15 -2.34  N30 1.010
33 C 2.59 6.51 -2.27  N30 1.512, C34 1.492, H44 1.090, H45 1.090
34 C 1.49 5.93 -1.45  C33 1.492, O35 1.431, H46 1.090, H47 1.090
35 O 1.23 6.59 -0.20  C34 1.431, C36 1.423
36 C -0.03 6.22 0.36  O35 1.423, H48 1.090, H49 1.090, H50 1.090
37 H 4.92 10.23 -2.10  C26 1.090
38 H 4.30 11.59 -1.17  C26 1.090
39 H 4.80 11.87 -2.79  C26 1.090
40 H 3.44 10.63 -4.51  C28 1.090
41 H 1.73 10.25 -4.09  C28 1.090
42 H 4.12 8.47 -3.52  C29 1.090
43 H 2.68 8.05 -4.50  C29 1.090
44 H 3.51 6.40 -1.70  C33 1.090
45 H 2.67 6.01 -3.24  C33 1.090
46 H 1.71 4.89 -1.22  C34 1.090
47 H 0.58 5.92 -2.05  C34 1.090
48 H -0.02 5.15 0.51  C36 1.090
49 H -0.77 6.52 -0.38  C36 1.090
50 H -0.36 6.80 1.22  C36 1.090
51 C -7.59 1.23 1.04  O52 1.385, H62 1.090, H63 1.090, H64 1.090
52 O -6.69 1.21 -0.02  C51 1.385, C53 1.466
53 C -7.15 1.96 -1.19  O52 1.466, C54 1.525, H65 1.090, H66 1.090
54 C -6.84 3.45 -1.04  C53 1.525, N55 1.599, H67 1.090, H68 1.090
55 N -5.27 3.73 -1.11  C54 1.599, H56 1.010, H57 1.010, C58 1.559
56 H -4.81 3.38 -0.29  N55 1.010
57 H -4.89 3.08 -1.78  N55 1.010
58 C -4.74 5.12 -1.58  N55 1.559, C59 1.542, H69 1.090, H70 1.090
59 C -3.29 5.01 -2.08  C58 1.542, O60 1.402, H71 1.090, H72 1.090
60 O -2.90 3.75 -2.55  C59 1.402, C61 1.443
61 C -1.50 3.56 -2.88  O60 1.443, H73 1.090, H74 1.090, H75 1.090
62 H -8.54 0.70 0.93  C51 1.090
63 H -7.85 2.25 1.33  C51 1.090
64 H -7.17 0.65 1.86  C51 1.090
65 H -8.21 1.86 -1.43  C53 1.090
66 H -6.54 1.59 -2.01  C53 1.090
67 H -7.03 3.92 -0.08  C54 1.090
68 H -7.36 4.03 -1.80  C54 1.090
69 H -4.95 5.77 -0.73  C58 1.090
70 H -5.41 5.47 -2.37  C58 1.090
71 H -2.56 5.34 -1.35  C59 1.090
72 H -3.23 5.73 -2.91  C59 1.090
73 H -1.32 4.11 -3.80  C61 1.090
74 H -1.35 2.49 -3.00  C61 1.090
75 H -0.78 3.98 -2.17  C61 1.090
76 C 4.28 -0.87 4.02  O77 1.343, H87 1.090, H88 1.090, H89 1.090
77 O 3.22 -1.25 3.28  C76 1.343, C78 1.447
78 C 3.24 -2.51 2.56  O77 1.447, C79 1.553, H90 1.090, H91 1.090
79 C 2.96 -3.69 3.53  C78 1.553, N80 1.583, H92 1.090, H93 1.090
80 N 1.82 -3.21 4.51  C79 1.583, H81 1.010, H82 1.010, C83 1.512
81 H 2.16 -2.53 5.19  N80 1.010
82 H 1.00 -2.78 4.09  N80 1.010
83 C 1.37 -4.22 5.54  N80 1.512, C84 1.511, H94 1.090, H95 1.090
84 C 2.47 -4.46 6.55  C83 1.511, O85 1.430, H96 1.090, H97 1.090
85 O 3.02 -3.18 6.89  C84 1.430, C86 1.411
86 C 3.73 -3.32 8.10  O85 1.411, H98 1.090, H99 1.090, H100 1.090
87 H 4.31 -1.35 5.00  C76 1.090
88 H 4.21 0.22 4.08  C76 1.090
89 H 5.22 -1.09 3.51  C76 1.090
90 H 4.09 -2.51 1.89  C78 1.090
91 H 2.36 -2.44 1.92  C78 1.090
92 H 3.77 -4.03 4.17  C79 1.090
93 H 2.61 -4.59 3.03  C79 1.090
94 H 1.03 -5.11 5.00  C83 1.090
95 H 0.50 -3.74 5.99  C83 1.090
96 H 3.30 -5.09 6.24  C84 1.090
97 H 2.06 -4.93 7.45  C84 1.090
98 H 4.65 -3.90 8.08  C86 1.090
99 H 3.08 -3.66 8.92  C86 1.090
100 H 4.15 -2.33 8.27  C86 1.090
101 C 0.17 -2.05 -2.85  O102 1.392, H112 1.090, H113 1.090, H114 1.090
102 O 1.19 -1.27 -2.32  C101 1.392, C103 1.383
103 C 1.00 0.09 -2.49  O102 1.383, C104 1.524, H115 1.090, H116 1.090
104 C 0.09 0.71 -1.45  C103 1.524, N105 1.531, H117 1.090, H118 1.090
105 N 0.41 0.19 -0.05  C104 1.531, H106 1.010, H107 1.010, C108 1.531
106 H -0.33 0.42 0.60  N105 1.010
107 H 0.26 -0.81 -0.08  N105 1.010
108 C 1.74 0.39 0.68  N105 1.531, C109 1.527, H119 1.090, H120 1.090
109 C 2.22 1.83 0.86  C108 1.527, O110 1.416, H121 1.090, H122 1.090
110 O 1.14 2.58 1.39  C109 1.416, C111 1.404
111 C 1.61 3.67 2.13  O110 1.404, H123 1.090, H124 1.090, H125 1.090
112 H 0.44 -3.08 -3.09  C101 1.090
113 H -0.25 -1.64 -3.77  C101 1.090
114 H -0.59 -2.23 -2.09  C101 1.090
115 H 0.75 0.42 -3.50  C103 1.090
116 H 1.95 0.60 -2.32  C103 1.090
117 H -0.97 0.58 -1.69  C104 1.090
118 H 0.32 1.76 -1.27  C104 1.090
119 H 2.44 -0.16 0.05  C108 1.090
120 H 1.63 -0.11 1.65  C108 1.090
121 H 2.44 2.35 -0.07  C109 1.090
122 H 3.11 1.88 1.48  C109 1.090
123 H 0.75 4.12 2.64  C111 1.090
124 H 2.14 4.45 1.58  C111 1.090
125 H 2.17 3.36 3.01  C111 1.090
126 C -7.42 -2.79 2.13  O127 1.386, H137 1.090, H138 1.090, H139 1.090
127 O -6.49 -1.78 1.94  C126 1.386, C128 1.446
128 C -5.11 -2.12 2.22  O127 1.446, C129 1.618, H140 1.090, H141 1.090
129 C -4.18 -0.87 1.80  C128 1.618, N130 1.534, H142 1.090, H143 1.090
130 N -4.33 -0.51 0.31  C129 1.534, H131 1.010, H132 1.010, C133 1.504
131 H -5.25 -0.64 -0.10  N130 1.010
132 H -4.16 0.48 0.21  N130 1.010
133 C -3.44 -1.36 -0.56  N130 1.504, C134 1.583, H144 1.090, H145 1.090
134 C -3.80 -1.13 -2.08  C133 1.583, O135 1.397, H146 1.090, H147 1.090
135 O -3.71 0.26 -2.22  C134 1.397, C136 1.394
136 C -4.10 0.77 -3.45  O135 1.394, H148 1.090, H149 1.090, H150 1.090
137 H -8.45 -2.57 1.87  C126 1.090
138 H -7.42 -3.08 3.18  C126 1.090
139 H -7.13 -3.71 1.62  C126 1.090
140 H -4.97 -2.96 1.53  C128 1.090
141 H -5.14 -2.53 3.23  C128 1.090
142 H -3.14 -0.97 2.10  C129 1.090
143 H -4.64 0.03 2.21  C129 1.090
144 H -3.62 -2.37 -0.21  C133 1.090
145 H -2.45 -1.02 -0.25  C133 1.090
146 H -4.84 -1.39 -2.27  C134 1.090
147 H -3.20 -1.85 -2.64  C134 1.090
148 H -3.51 0.49 -4.33  C136 1.090
149 H -4.26 1.85 -3.41  C136 1.090
150 H -5.14 0.58 -3.70  C136 1.090
151 C 3.51 -0.92 -5.66  O152 1.384, H162 1.090, H163 1.090, H164 1.090
152 O 4.69 -0.38 -5.18  C151 1.384, C153 1.434
153 C 5.85 -1.22 -5.09  O152 1.434, C154 1.619, H165 1.090, H166 1.090
154 C 6.96 -0.47 -4.17  C153 1.619, N155 1.558, H167 1.090, H168 1.090
155 N 6.30 -0.06 -2.82  C154 1.558, H156 1.010, H157 1.010, C158 1.546
156 H 6.94 0.53 -2.29  N155 1.010
157 H 5.59 0.65 -2.94  N155 1.010
158 C 5.56 -1.00 -1.84  N155 1.546, C159 1.529, H169 1.090, H170 1.090
159 C 5.54 -0.29 -0.48  C158 1.529, O160 1.374, H171 1.090, H172 1.090
160 O 6.72 0.40 -0.39  C159 1.374, C161 1.398
161 C 7.22 0.60 0.90  O160 1.398, H173 1.090, H174 1.090, H175 1.090
162 H 2.78 -0.11 -5.58  C151 1.090
163 H 3.05 -1.79 -5.20  C151 1.090
164 H 3.70 -1.17 -6.70  C151 1.090
165 H 6.20 -1.33 -6.11  C153 1.090
166 H 5.66 -2.22 -4.71  C153 1.090
167 H 7.23 0.50 -4.59  C154 1.090
168 H 7.81 -1.08 -3.88  C154 1.090
169 H 6.27 -1.82 -1.89  C158 1.090
170 H 4.61 -1.18 -2.33  C158 1.090
171 H 5.41 -1.00 0.34  C159 1.090
172 H 4.78 0.47 -0.30  C159 1.090
173 H 6.43 0.96 1.55  C161 1.090
174 H 7.99 1.38 0.97  C161 1.090
175 H 7.65 -0.33 1.26  C161 1.090
176 C -2.54 0.04 8.50  O177 1.443, H187 1.090, H188 1.090, H189 1.090
177 O -2.27 -0.34 7.13  C176 1.443, C178 1.414
178 C -3.01 0.50 6.28  O177 1.414, C179 1.553, H190 1.090, H191 1.090
179 C -2.58 0.25 4.80  C178 1.553, N180 1.510, H192 1.090, H193 1.090
180 N -1.10 -0.02 4.71  C179 1.510, H181 1.010, H182 1.010, C183 1.530
181 H -0.85 -0.47 5.58  N180 1.010
182 H -0.85 -0.66 3.97  N180 1.010
183 C -0.35 1.31 4.71  N180 1.530, C184 1.556, H194 1.090, H195 1.090
184 C 1.12 0.92 5.04  C183 1.556, O185 1.452, H196 1.090, H197 1.090
185 O 1.24 -0.06 6.10  C184 1.452, C186 1.475
186 C 2.32 0.27 7.05  O185 1.475, H198 1.090, H199 1.090, H200 1.090
187 H -3.55 -0.22 8.81  C176 1.090
188 H -2.41 1.09 8.78  C176 1.090
189 H -2.02 -0.56 9.25  C176 1.090
190 H -2.77 1.56 6.30  C178 1.090
191 H -4.08 0.49 6.46  C178 1.090
192 H -2.77 1.15 4.23  C179 1.090
193 H -3.08 -0.65 4.45  C179 1.090
194 H -0.70 1.89 5.57  C183 1.090
195 H -0.57 1.70 3.71  C183 1.090
196 H 1.60 1.87 5.27  C184 1.090
197 H 1.59 0.44 4.18  C184 1.090
198 H 2.27 1.34 7.28  C186 1.090
199 H 3.32 0.17 6.63  C186 1.090
200 H 2.22 -0.23 8.01  C186 1.090
201 C 3.56 -3.88 -2.64  O202 1.388, H212 1.090, H213 1.090, H214 1.090
202 O 2.73 -4.98 -2.47  C201 1.388, C203 1.471
203 C 2.69 -5.74 -3.73  O202 1.471, C204 1.560, H215 1.090, H216 1.090
204 C 3.99 -6.57 -3.96  C203 1.560, N205 1.577, H217 1.090, H218 1.090
205 N 4.35 -7.47 -2.71  C204 1.577, H206 1.010, H207 1.010, C208 1.519
206 H 5.22 -7.93 -2.96  N205 1.010
207 H 4.60 -6.85 -1.95  N205 1.010
208 C 3.31 -8.44 -2.18  N205 1.519, C209 1.486, H219 1.090, H220 1.090
209 C 3.97 -9.38 -1.24  C208 1.486, O210 1.441, H221 1.090, H222 1.090
210 O 5.15 -9.92 -1.87  C209 1.441, C211 1.434
211 C 5.99 -10.59 -0.92  O210 1.434, H223 1.090, H224 1.090, H225 1.090
212 H 3.62 -3.50 -1.62  C201 1.090
213 H 3.22 -3.14 -3.37  C201 1.090
214 H 4.59 -4.17 -2.86  C201 1.090
215 H 2.51 -5.09 -4.58  C203 1.090
216 H 1.92 -6.49 -3.56  C203 1.090
217 H 4.85 -5.96 -4.24  C204 1.090
218 H 3.77 -7.34 -4.70  C204 1.090
219 H 2.93 -8.97 -3.06  C208 1.090
220 H 2.49 -7.92 -1.68  C208 1.090
221 H 3.23 -10.14 -0.99  C209 1.090
222 H 4.18 -8.79 -0.35  C209 1.090
223 H 5.52 -11.40 -0.37  C211 1.090
224 H 6.30 -9.88 -0.16  C211 1.090
225 H 6.88 -11.00 -1.39  C211 1.090
226 C -2.06 11.11 2.37  O227 1.423, H237 1.090, H238 1.090, H239 1.090
227 O -0.90 10.37 1.99  C226 1.423, C228 1.495
228 C -0.14 10.97 0.85  O227 1.495, C229 1.557, H240 1.090, H241 1.090
229 C 1.01 10.03 0.37  C228 1.557, N230 1.572, H242 1.090, H243 1.090
230 N 2.00 9.80 1.57  C229 1.572, H231 1.010, H232 1.010, C233 1.516
231 H 2.83 9.33 1.25  N230 1.010
232 H 2.32 10.72 1.83  N230 1.010
233 C 1.48 9.05 2.78  N230 1.516, C234 1.568, H244 1.090, H245 1.090
234 C 2.65 8.69 3.77  C233 1.568, O235 1.383, H246 1.090, H247 1.090
235 O 2.28 7.79 4.75  C234 1.383, C236 1.472
236 C 1.85 6.45 4.31  O235 1.472, H248 1.090, H249 1.090, H250 1.090
237 H -2.46 11.77 1.60  C226 1.090
238 H -1.83 11.67 3.28  C226 1.090
239 H -2.89 10.47 2.65  C226 1.090
240 H 0.34 11.90 1.15  C228 1.090
241 H -0.93 11.21 0.14  C228 1.090
242 H 1.58 10.55 -0.39  C229 1.090
243 H 0.69 9.04 0.05  C229 1.090
244 H 1.14 8.20 2.20  C233 1.090
245 H 0.72 9.59 3.35  C233 1.090
246 H 3.04 9.59 4.24  C234 1.090
247 H 3.52 8.37 3.19  C234 1.090
248 H 1.01 6.45 3.60  C236 1.090
249 H 1.59 5.67 5.02  C236 1.090
250 H 2.74 5.95 3.94  C236 1.090
251 C 1.93 -8.31 2.03  O252 1.443, H262 1.090, H263 1.090, H264 1.090
252 O 0.96 -7.64 1.19  C251 1.443, C253 1.386
253 C 1.41 -6.37 0.90  O252 1.386, C254 1.572, H265 1.090, H266 1.090
254 C 0.49 -5.69 -0.18  C253 1.572, N255 1.552, H267 1.090, H268 1.090
255 N -0.96 -5.67 0.39  C254 1.552, H256 1.010, H257 1.010, C258 1.562
256 H -1.26 -6.55 0.78  N255 1.010
257 H -1.00 -5.05 1.18  N255 1.010
258 C -2.03 -5.18 -0.64  N255 1.562, C259 1.520, H269 1.090, H270 1.090
259 C -2.79 -6.36 -1.23  C258 1.520, O260 1.424, H271 1.090, H272 1.090
260 O -3.45 -7.15 -0.25  C259 1.424, C261 1.439
261 C -4.41 -8.14 -0.66  O260 1.439, H273 1.090, H274 1.090, H275 1.090
262 H 2.71 -8.82 1.46  C251 1.090
263 H 1.32 -9.08 2.49  C251 1.090
264 H 2.34 -7.61 2.75  C251 1.090
265 H 2.37 -6.48 0.39  C253 1.090
266 H 1.43 -5.75 1.79  C253 1.090
267 H 0.55 -6.24 -1.11  C254 1.090
268 H 0.78 -4.67 -0.45  C254 1.090
269 H -1.51 -4.68 -1.46  C258 1.090
270 H -2.74 -4.49 -0.17  C258 1.090
271 H -2.01 -6.92 -1.75  C259 1.090
272 H -3.35 -6.04 -2.10  C259 1.090
273 H -3.87 -8.75 -1.39  C261 1.090
274 H -5.31 -7.66 -1.06  C261 1.090
275 H -4.76 -8.74 0.18  C261 1.090
276 Br 4.38 2.99 -2.23  no bonds
277 O -1.44 5.17 3.23  C278 1.281, H281 0.960
278 C -2.06 4.74 4.27  O277 1.281, O279 1.225, O280 1.277
279 O -2.37 3.56 4.25  C278 1.225
280 O -2.16 5.59 5.22  C278 1.277
281 H -1.66 4.36 2.76  O277 0.960
282 O -1.69 3.26 1.05  C283 1.261, H286 0.960
283 C -2.46 2.27 1.06  O282 1.261, O284 1.228, O285 1.244
284 O -3.66 2.39 0.84  C283 1.228
285 O -1.92 1.17 1.29  C283 1.244
286 H -0.86 2.78 1.04  O282 0.960
287 O -1.96 -3.15 2.05  C288 1.332, H291 0.960
288 C -0.82 -2.49 1.84  O287 1.332, O289 1.240, O290 1.251
289 O -0.39 -2.48 0.68  C288 1.240
290 O -0.31 -1.93 2.84  C288 1.251
291 H -2.09 -3.15 3.00  O287 0.960

Mulliken atomic charge list, values in e, 5 entries: -0.689 -0.355 -0.677 -0.511 -0.015